(1)
ORCA calculation (ωB97M-V/def2-TZVPD) on one molecule with the formula C6H7B in a non-equilibrium geometry.

## Properties
⟨S²⟩: 2.01
Energy relative to the best compared isomer or geometry (same formula, charge and spin): 80.37 kcal per mole
Spin multiplicity: 3
Gap between HOMO and LUMO (alpha / beta): 6.34 / 8.28 eV

```
14
Properties=species:S:1:pos:R:3:forces:R:3
B -3.121 -1.390 0.649 0.65 -0.64 0.32
C -1.780 -1.843 0.974 -3.84 0.16 -0.15
C -0.590 -1.727 0.912 3.43 -1.17 0.06
C -1.517 0.626 -0.702 -0.94 0.44 0.96
C 0.750 -1.190 0.952 -0.45 0.99 0.47
C 0.738 -0.063 -0.139 1.55 -0.60 -0.63
C -0.462 0.783 0.071 0.81 0.19 -0.89
H -1.588 0.167 -1.641 0.55 -1.02 -1.08
H -2.488 0.796 -0.278 -0.50 1.16 -0.02
H 0.793 -0.639 1.917 0.53 -0.41 -0.33
H 1.686 -1.764 0.791 -1.05 -0.30 0.20
H 1.757 0.302 0.044 -0.43 0.96 -0.36
H 0.769 -0.543 -1.155 -0.32 0.48 0.89
H -0.541 1.412 0.940 0.02 -0.24 0.57
```
Forces are in eV/Å.



(2)
ORCA calculation (ωB97M-V/def2-TZVPD) on C46H43BrClN13O6S2Sn as an isolated structure.

## Properties
Energy relative to the best compared isomer or geometry (same formula, charge and spin): 32.38 kcal per mole
Gap between HOMO and LUMO: 7.16 eV

```
113
Properties=species:S:1:pos:R:3:forces:R:3
Sn 0.610 -0.481 0.081 0.20 -0.06 -0.09
Br -0.305 -8.869 -0.255 -0.03 0.05 0.01
C 0.519 -7.885 -1.654 -0.03 -0.01 0.02
C 1.663 -7.151 -1.384 0.01 0.01 -0.03
C 2.280 -6.456 -2.410 0.05 -0.11 -0.01
C 1.757 -6.500 -3.701 -0.07 -0.40 0.26
C 0.627 -7.269 -3.957 0.06 0.06 -0.03
C -0.008 -7.950 -2.932 -0.01 0.00 0.01
N 2.477 -5.986 -4.819 0.03 -0.30 -0.09
N 3.040 -4.886 -4.789 -0.12 0.30 -0.34
C 2.805 -3.940 -3.767 0.40 0.38 0.30
C 3.921 -3.248 -3.342 -0.09 -0.18 -0.02
C 3.885 -2.320 -2.300 -0.06 0.11 0.13
C 2.684 -1.992 -1.682 0.06 -0.11 -0.24
O 2.573 -1.099 -0.752 -0.27 0.21 0.12
C 1.500 -2.654 -2.170 0.12 0.05 -0.01
N 0.342 -2.241 -1.609 -0.35 0.03 0.18
C -0.805 -2.676 -2.079 0.04 0.01 0.01
C -0.869 -3.543 -3.181 0.05 -0.01 -0.03
C 0.292 -3.990 -3.748 -0.11 0.02 -0.02
C 1.539 -3.593 -3.218 -0.11 0.16 -0.21
H 2.078 -7.134 -0.386 -0.01 0.00 0.01
H 3.191 -5.904 -2.219 -0.05 -0.01 0.05
H 0.263 -7.341 -4.974 0.00 -0.01 0.00
H -0.883 -8.554 -3.133 -0.01 0.01 0.01
H 4.859 -3.480 -3.831 0.01 0.03 0.01
H 4.784 -1.809 -1.981 0.01 0.00 -0.03
H -1.700 -2.309 -1.591 0.00 0.03 -0.02
H -1.831 -3.819 -3.591 -0.01 0.01 0.01
H 0.259 -4.609 -4.636 -0.02 0.01 0.08
O -4.695 2.276 -2.315 -0.32 0.25 0.16
C -4.729 2.755 -1.086 -0.01 -0.11 -0.17
O -5.580 3.527 -0.717 -0.06 0.05 0.06
C -3.657 2.294 -0.150 -0.05 0.02 0.02
C -3.674 2.511 1.214 -0.03 -0.04 -0.05
Cl -4.901 3.174 2.183 0.01 0.01 0.04
N -2.534 1.994 1.737 0.00 0.09 -0.03
N -1.779 1.440 0.778 0.14 0.04 0.02
C -2.435 1.599 -0.355 0.06 -0.12 0.03
C -1.832 1.032 -1.616 0.20 0.17 -0.27
O -2.529 1.056 -2.640 0.09 -0.17 -0.06
O -0.638 0.602 -1.577 -0.01 -0.06 0.13
C -2.037 2.021 3.075 0.02 0.01 0.03
C -2.179 3.151 3.865 0.04 0.04 -0.05
C -1.628 3.164 5.136 0.03 -0.02 0.03
C -0.932 2.063 5.612 -0.01 0.01 -0.02
C -0.787 0.943 4.805 -0.01 0.00 0.00
C -1.338 0.917 3.534 -0.01 -0.11 0.00
H -3.875 1.716 -2.471 0.20 -0.07 -0.06
H -2.681 4.028 3.483 0.00 0.00 -0.01
H -1.723 4.052 5.747 -0.02 0.00 0.00
H -0.495 2.083 6.602 0.00 0.00 0.00
H -0.242 0.079 5.166 0.03 -0.01 -0.01
H -1.229 0.051 2.895 0.00 -0.01 -0.04
N 2.385 -2.709 4.058 0.02 0.02 0.04
C 1.347 -3.611 4.015 -0.02 -0.01 -0.01
C 0.570 -3.218 2.968 -0.07 0.06 0.04
N 1.104 -2.102 2.378 0.12 -0.06 -0.06
C 2.196 -1.816 3.049 -0.04 -0.05 0.03
C 3.112 -0.737 2.708 0.05 0.01 -0.03
N 2.922 0.098 1.719 -0.03 -0.10 0.13
C 4.058 0.851 1.636 0.06 0.02 -0.03
C 4.944 0.480 2.602 -0.03 0.02 -0.01
N 4.331 -0.541 3.287 0.01 0.00 0.05
H 3.135 -2.721 4.726 -0.01 0.00 0.00
H 1.267 -4.428 4.709 0.01 0.00 0.01
H -0.342 -3.659 2.602 0.00 -0.01 -0.02
H 4.200 1.586 0.862 -0.09 0.06 0.04
H 5.923 0.839 2.859 0.01 -0.01 0.01
H 4.723 -1.024 4.074 0.01 -0.02 -0.02
C -0.856 4.895 -4.058 0.01 -0.01 0.04
C -0.868 4.847 -2.536 0.04 -0.03 -0.04
C 0.299 4.022 -2.014 -0.08 0.11 0.08
N 0.248 3.923 -0.553 -0.06 -0.17 -0.15
C 1.257 3.871 0.309 0.09 0.10 0.20
S 1.113 3.297 1.869 0.03 -0.02 -0.19
N 2.496 4.334 -0.142 0.09 -0.08 0.03
C 2.842 5.512 -0.792 -0.04 -0.04 0.00
O 3.990 5.687 -1.136 0.00 0.00 -0.04
C 1.789 6.554 -0.987 0.06 0.11 0.08
C 1.788 7.278 -2.174 -0.01 -0.02 -0.03
C 0.876 8.304 -2.358 0.00 0.01 0.01
C -0.015 8.630 -1.344 -0.01 0.00 0.00
C -0.001 7.921 -0.151 0.02 -0.01 0.01
C 0.895 6.878 0.028 -0.02 0.01 -0.01
H -1.711 5.452 -4.440 0.01 0.01 0.00
H -0.900 3.887 -4.474 -0.01 0.01 -0.03
H 0.055 5.377 -4.422 -0.01 0.00 -0.02
H -1.805 4.400 -2.192 -0.03 0.00 0.03
H -0.811 5.855 -2.117 -0.02 -0.02 0.01
H 1.239 4.473 -2.319 -0.02 -0.05 0.00
H 0.266 3.015 -2.433 -0.03 -0.15 -0.01
H -0.611 3.549 -0.175 -0.07 -0.02 0.04
H 3.282 3.870 0.290 0.00 0.10 0.04
H 2.503 7.024 -2.946 0.02 0.01 0.01
H 0.868 8.857 -3.288 -0.01 0.00 0.00
H -0.716 9.443 -1.480 -0.02 -0.01 -0.01
H -0.688 8.179 0.644 0.00 0.01 -0.01
H 0.906 6.330 0.963 0.01 0.00 0.00
C -3.391 -2.144 3.973 0.01 0.03 -0.01
N -3.385 -3.263 3.047 0.03 -0.01 0.02
C -3.001 -3.171 1.765 -0.09 0.03 -0.13
S -2.537 -1.717 1.057 0.04 -0.02 0.07
N -3.023 -4.320 1.049 -0.02 0.00 0.04
C -3.629 -5.559 1.493 0.03 0.02 0.00
H -4.045 -2.390 4.806 0.01 -0.01 0.01
H -3.761 -1.252 3.472 -0.01 -0.01 0.00
H -2.389 -1.932 4.349 0.02 0.01 -0.01
H -3.666 -4.160 3.403 -0.02 0.00 0.00
H -2.863 -4.192 0.064 0.05 0.00 0.02
H -3.157 -5.924 2.408 0.02 -0.02 -0.02
H -3.471 -6.313 0.728 -0.01 -0.02 -0.01
H -4.705 -5.452 1.664 0.00 -0.01 0.01
```
Forces are in eV/Å.



(3)
ORCA calculation (ωB97M-V/def2-TZVPD) on C4H5LiO2Pb as an isolated structure in a non-equilibrium geometry.

## Properties
⟨S²⟩: 0.77
Energy relative to the best compared isomer or geometry (same formula, charge and spin): 82.88 kcal per mole
Spin multiplicity: 2
Total charge: +1
Gap between HOMO and LUMO (alpha / beta): 5.88 / 6.17 eV

```
13
Properties=species:S:1:pos:R:3:forces:R:3
H 1.073 1.316 -0.704 0.51 -1.67 -0.02
C 0.714 0.428 0.566 0.24 3.12 1.73
C 0.347 -1.046 0.644 1.55 -0.24 -0.80
C -0.593 -1.199 -0.563 -0.14 -0.71 -0.67
C -1.051 0.215 -0.892 1.06 -0.13 2.52
O -0.627 0.913 0.258 -3.10 1.15 -2.38
O 1.246 1.112 1.497 -0.64 -0.51 -0.85
Li 0.245 3.054 1.371 0.54 -1.32 0.10
Pb -0.915 1.571 -2.644 0.38 -0.22 0.57
H -0.135 -1.190 1.622 0.20 0.22 -0.35
H 1.271 -1.638 0.598 -0.54 -0.24 -0.07
H -1.503 -1.793 -0.384 0.25 0.05 0.25
H -0.072 -1.745 -1.367 -0.29 0.49 -0.05
```
Forces are in eV/Å.



(4)
ORCA calculation (ωB97M-V/def2-TZVPD) on a 14-piece molecular cluster, C42H112O42S14 overall in a non-equilibrium geometry.

## Properties
Energy relative to the best compared isomer or geometry (same formula, charge and spin): 135.84 kcal per mole
Gap between HOMO and LUMO: 9.90 eV

```
210
Properties=species:S:1:pos:R:3:forces:R:3
O -20.835 9.513 23.678 0.73 1.27 2.04
S -20.590 10.434 24.801 -0.68 2.24 -1.12
O -20.255 10.006 26.143 0.14 0.03 -1.57
O -19.464 11.607 24.376 -0.98 -2.19 0.37
C -19.616 12.164 23.044 -0.20 1.33 0.55
C -18.224 12.411 22.493 -0.19 -0.74 -0.32
C -22.051 11.609 24.963 1.58 -1.79 0.40
H -20.066 13.149 23.168 -0.10 0.26 0.35
H -20.403 11.651 22.491 0.73 -0.68 -0.45
H -18.251 12.989 21.570 -0.12 -0.06 -0.03
H -17.721 11.461 22.310 0.11 0.02 -0.05
H -17.651 12.977 23.227 -0.08 -0.03 0.05
H -22.514 11.729 23.984 -0.09 0.01 0.36
H -21.647 12.508 25.428 -0.09 -0.04 -0.26
H -22.602 11.032 25.706 -0.70 0.35 -0.34
O -18.146 3.473 19.578 2.17 0.04 0.14
S -16.689 3.505 19.449 1.00 0.52 0.26
O -15.796 4.194 20.415 -2.20 -1.11 -2.06
O -16.198 1.939 19.447 -0.94 1.80 0.19
C -14.825 1.690 19.173 1.52 -0.72 -0.48
C -14.607 0.202 19.361 -0.30 -0.44 0.23
C -16.289 4.087 17.707 -0.32 -0.82 1.11
H -14.039 2.100 19.807 -0.86 1.14 0.48
H -14.583 2.037 18.169 -0.15 -0.23 -0.14
H -15.580 -0.258 19.534 0.05 -0.29 -0.46
H -14.054 0.013 20.281 0.15 0.01 -0.11
H -14.067 -0.246 18.527 -0.21 -0.10 0.07
H -16.514 5.151 17.643 0.33 -0.08 0.27
H -16.909 3.541 16.997 -0.19 -0.13 0.32
H -15.248 3.837 17.502 -0.01 0.53 0.21
O -10.240 4.845 17.835 -2.36 1.76 -0.04
S -11.469 5.674 17.855 0.60 -0.47 -0.01
O -11.420 7.052 17.303 -0.25 -2.89 1.29
O -12.662 4.803 17.053 0.98 0.61 0.01
C -12.470 4.669 15.597 1.65 1.43 0.32
C -13.770 4.747 14.930 -2.52 -0.46 0.89
C -12.251 5.617 19.595 0.01 0.69 -1.71
H -11.892 3.776 15.361 -0.12 -0.07 0.27
H -11.926 5.542 15.238 0.58 -0.04 0.28
H -14.339 5.626 15.233 0.55 0.53 -0.24
H -14.383 4.002 15.437 -0.32 -0.72 -0.65
H -13.818 4.658 13.845 0.38 -0.22 0.18
H -11.575 6.133 20.276 0.07 -0.25 -0.22
H -12.527 4.616 19.928 0.56 -0.07 -0.37
H -13.171 6.194 19.500 0.10 0.12 -0.09
O -15.986 3.095 26.126 -0.84 0.96 -0.59
S -17.330 3.273 25.633 0.30 0.25 -1.30
O -18.370 2.544 26.297 -0.19 0.40 -0.41
O -17.693 4.906 25.640 0.16 -1.05 0.08
C -19.056 5.319 25.317 -1.43 -0.09 -0.01
C -19.362 6.829 25.412 0.93 -0.20 -0.42
C -17.395 2.851 23.757 -0.60 0.49 2.08
H -19.799 4.810 25.933 0.44 -0.38 0.38
H -19.295 5.007 24.300 0.31 0.02 -0.23
H -19.342 7.277 26.406 0.65 -0.21 0.02
H -20.360 7.104 25.071 -0.26 -0.77 -0.22
H -18.718 7.324 24.685 0.28 0.46 0.44
H -18.472 2.899 23.596 0.12 0.06 -0.38
H -17.068 1.817 23.645 0.16 0.18 0.20
H -16.834 3.566 23.155 -0.10 -0.04 0.22
O -26.423 9.219 26.144 1.48 -0.16 -2.43
S -25.896 9.177 24.771 -0.69 -0.40 2.30
O -24.907 10.170 24.346 -1.53 -1.57 0.00
O -25.301 7.633 24.554 -0.80 2.70 0.36
C -24.712 7.415 23.283 1.13 -1.68 -1.15
C -23.222 7.194 23.331 1.34 0.49 0.99
C -27.423 9.051 23.784 0.50 0.46 0.10
H -24.848 8.139 22.480 -0.76 0.58 0.54
H -25.129 6.471 22.933 -0.40 0.11 -0.12
H -22.668 7.903 23.946 -0.45 0.58 0.05
H -22.767 7.353 22.353 -0.15 -0.45 -0.20
H -22.882 6.266 23.791 -0.43 -0.44 -0.43
H -27.212 9.004 22.716 -0.05 -0.35 0.14
H -28.079 9.899 23.983 0.48 0.32 0.11
H -27.953 8.204 24.222 0.35 -0.26 -0.38
O -14.906 11.163 29.303 -1.58 -0.66 -0.23
S -15.970 10.295 28.847 -0.57 0.06 -0.30
O -15.843 8.864 29.005 -0.17 0.95 -0.26
O -17.396 10.745 29.580 2.21 0.10 -0.29
C -18.599 10.072 29.229 -1.50 0.27 0.42
C -19.539 9.859 30.432 0.79 -0.25 -0.47
C -16.350 10.675 27.080 0.30 -0.70 1.12
H -18.429 9.134 28.700 0.20 0.10 0.01
H -19.204 10.771 28.650 0.45 -0.16 -0.86
H -20.349 9.242 30.043 -0.08 -0.11 0.18
H -19.977 10.809 30.739 0.23 -0.07 0.25
H -19.032 9.343 31.248 -0.18 0.09 0.09
H -17.262 10.125 26.847 -0.19 0.40 -0.01
H -15.567 10.215 26.477 0.21 0.18 0.20
H -16.394 11.756 26.953 -0.17 -0.22 0.03
O -22.724 7.213 18.640 -0.03 -1.64 -0.51
S -22.817 5.774 18.810 -0.62 -2.02 0.84
O -24.033 5.181 19.376 1.67 1.07 -1.07
O -22.495 5.010 17.360 0.45 2.40 0.58
C -22.289 3.599 17.348 -1.23 -1.69 -0.14
C -22.187 2.996 15.894 0.51 1.56 0.87
C -21.408 5.205 19.815 -0.50 0.82 -0.16
H -23.206 3.228 17.806 0.02 -0.57 -0.01
H -21.472 3.284 17.996 0.30 0.26 -0.24
H -21.235 3.249 15.428 0.16 0.15 0.13
H -22.947 3.477 15.279 -0.23 -0.41 0.02
H -22.227 1.907 15.875 -0.42 0.15 0.31
H -21.443 4.155 20.105 -0.10 0.01 -0.64
H -21.473 5.744 20.761 -0.02 0.34 -0.14
H -20.524 5.521 19.263 0.13 -0.34 0.24
O -19.620 9.454 16.417 -0.64 0.56 -1.51
S -20.584 9.918 15.426 -2.06 -1.54 1.07
O -20.431 11.161 14.719 0.38 -1.27 0.12
O -20.879 8.698 14.333 0.56 3.29 0.36
C -20.895 7.366 14.738 -0.15 -1.85 0.14
C -22.085 6.634 14.146 0.51 0.36 -0.54
C -22.264 9.942 16.234 0.92 0.92 0.26
H -20.952 7.213 15.816 0.38 0.40 0.19
H -20.007 6.896 14.316 0.30 -0.02 0.41
H -22.015 6.659 13.059 -0.20 0.17 -0.07
H -23.016 7.102 14.466 -0.11 -0.43 0.05
H -21.963 5.585 14.418 -0.49 0.05 0.28
H -22.905 9.105 15.954 0.30 0.13 -0.08
H -22.696 10.919 16.016 -0.14 -0.22 -0.67
H -22.140 10.017 17.314 0.39 -0.58 0.02
O -25.989 13.796 19.193 0.67 -3.29 -0.58
S -26.016 12.319 19.302 -1.20 1.34 0.12
O -26.777 11.465 18.356 2.21 1.80 1.83
O -24.437 11.777 19.530 -1.94 2.36 -1.53
C -24.318 10.407 19.720 0.18 -2.08 1.04
C -23.279 10.214 20.827 -0.56 -0.59 -0.81
C -26.649 12.058 20.990 0.16 -0.45 -0.76
H -23.990 9.824 18.859 -0.01 0.49 -0.49
H -25.296 9.991 19.960 -0.03 -0.20 0.31
H -22.330 10.480 20.362 0.20 0.54 0.63
H -23.180 9.153 21.056 -0.15 -0.06 0.10
H -23.590 10.755 21.721 0.51 0.11 0.00
H -27.239 11.142 20.958 0.13 0.03 0.26
H -27.278 12.908 21.252 0.17 -0.05 -0.20
H -25.770 11.992 21.631 -0.26 -0.04 0.12
O -11.900 5.399 22.623 -0.68 0.59 0.49
S -12.709 5.129 23.778 -0.12 -0.87 1.91
O -12.107 4.303 24.830 -1.13 1.20 -1.36
O -13.225 6.557 24.499 2.03 -1.70 -3.48
C -13.982 6.451 25.661 -0.80 0.21 1.45
C -15.283 7.219 25.398 0.16 -0.28 0.22
C -14.316 4.374 23.284 1.25 0.96 0.25
H -13.402 6.977 26.419 -0.09 -0.12 0.27
H -14.030 5.400 25.945 -0.50 0.07 0.32
H -14.921 8.052 24.796 -0.50 0.19 -0.17
H -15.770 7.618 26.288 0.29 -0.11 0.27
H -16.052 6.647 24.878 0.32 0.03 -0.26
H -14.109 3.373 22.904 0.08 0.04 0.27
H -14.747 4.987 22.492 -0.03 0.06 0.21
H -14.890 4.385 24.210 -0.14 -0.24 -0.23
O -13.156 7.963 21.495 1.29 1.53 1.11
S -12.507 9.088 22.166 -0.13 0.84 -0.43
O -11.591 8.997 23.306 -1.66 -0.01 -2.28
O -11.743 9.930 20.896 -1.12 -1.00 2.14
C -11.094 11.132 21.337 0.28 0.96 -1.66
C -10.725 11.985 20.073 0.51 -0.56 0.61
C -13.882 10.272 22.552 0.06 -0.15 -0.66
H -10.192 10.913 21.907 0.03 -0.19 -0.16
H -11.701 11.775 21.975 -0.50 -0.36 0.07
H -11.402 12.156 19.236 -0.93 -0.23 0.68
H -9.897 11.530 19.529 0.47 0.16 0.47
H -10.484 12.958 20.502 0.45 0.09 -0.39
H -14.352 10.607 21.627 0.42 -0.26 -0.42
H -13.590 11.200 23.044 0.30 -0.51 0.42
H -14.702 9.743 23.038 0.43 -0.19 0.53
O -14.130 8.414 15.366 -1.81 -0.83 1.80
S -15.045 8.176 16.491 1.39 1.20 0.88
O -14.825 7.084 17.443 -0.36 1.03 -1.41
O -15.077 9.570 17.389 -1.38 -1.13 -1.77
C -14.004 9.922 18.258 -0.28 -0.73 1.57
C -14.376 11.267 18.916 0.82 -0.82 -1.52
C -16.788 8.135 15.942 1.12 -0.26 0.68
H -13.056 9.850 17.724 0.04 0.54 0.05
H -13.982 9.183 19.059 0.30 -0.34 -0.05
H -13.516 11.525 19.534 -0.20 0.38 -0.03
H -15.302 11.247 19.490 0.06 -0.22 -0.11
H -14.488 11.911 18.045 -0.02 0.74 0.45
H -16.952 7.093 15.668 0.22 0.09 -0.57
H -16.892 8.860 15.135 -0.23 -0.22 0.16
H -17.446 8.273 16.800 0.21 0.58 -0.06
O -18.249 14.083 18.456 -0.73 -3.05 -0.11
S -18.446 12.653 18.113 1.15 1.60 -1.65
O -17.919 11.577 18.948 -1.56 1.40 -0.73
O -20.047 12.387 17.740 1.98 -0.79 1.48
C -20.816 13.451 17.247 -1.58 1.68 -0.96
C -21.888 14.025 18.214 0.65 -0.25 -0.66
C -17.708 12.420 16.412 -0.40 -0.67 1.73
H -21.324 13.126 16.339 -0.27 -0.86 0.17
H -20.228 14.228 16.759 0.57 0.30 0.82
H -22.495 14.738 17.656 0.14 0.15 -0.13
H -21.455 14.559 19.060 0.00 -0.25 0.07
H -22.603 13.259 18.515 0.28 -0.12 0.30
H -17.838 13.346 15.852 -0.01 -0.36 -0.03
H -18.166 11.509 16.028 -0.40 0.45 -0.29
H -16.677 12.109 16.583 0.17 0.60 0.11
O -17.335 8.921 22.793 -0.56 -1.80 -1.35
S -17.328 7.723 21.934 0.65 0.99 0.27
O -16.823 6.484 22.491 -0.97 1.19 -0.94
O -18.851 7.372 21.340 1.48 0.48 0.98
C -19.672 8.484 20.931 0.28 0.87 -2.02
C -19.746 8.620 19.395 -0.55 0.09 -0.01
C -16.362 8.236 20.437 -0.75 -0.14 0.11
H -19.284 9.439 21.286 0.09 -0.19 0.50
H -20.711 8.408 21.251 0.32 -0.59 0.68
H -20.516 9.368 19.210 -0.02 0.33 0.01
H -20.160 7.760 18.868 0.28 -0.32 0.24
H -18.874 8.987 18.855 0.18 -0.15 0.39
H -16.929 8.959 19.851 -0.44 -0.08 0.20
H -16.127 7.387 19.795 0.03 -0.14 0.30
H -15.463 8.782 20.720 0.00 -0.54 0.54
```
Forces are in eV/Å.